[1]
Formula: H5P3S
Source: the OMol25 dataset
Level of theory: ωB97M-V/def2-TZVPD

XYZ file:
```
9
Properties=species:S:1:pos:R:3:forces:R:3:lowdin_charge:R:1
P -0.4537 2.0123 -0.9305 1.193 -0.826 0.046 0.52
P -0.3930 -0.2033 -1.0993 2.729 -1.153 -0.503 -0.18
P 0.8826 -0.9167 0.8532 -0.713 2.524 -1.133 0.57
S -1.8805 -1.0137 -2.2463 1.687 0.724 1.577 -0.05
H -0.6603 1.8263 -2.3007 -0.283 0.508 -0.450 -0.17
H -1.7199 1.6430 -0.6301 -1.819 0.457 0.293 -0.21
H 1.0589 -0.2734 -1.6608 -2.128 0.012 0.175 -0.05
H 1.2904 -2.0018 0.1825 0.759 -1.438 -1.062 -0.21
H -0.0057 -1.6780 1.5090 -1.425 -0.809 1.055 -0.22
```
Forces are in eV/Å.

Multiplicity   1
Calculated total energy   -38780.7147 eV
Charge   0
Strongest force on any atom   3.00 eV/Å
HOMO   -8.6 eV
Relative energy (zero: lowest compared OMol25 entry of this formula, charge and spin)   70.36 kJ/mol
SMILES   P[PH](P)=S



[2]
Formula: H5P3S
Source: the OMol25 dataset
Level of theory: ωB97M-V/def2-TZVPD

XYZ file:
```
9
Properties=species:S:1:pos:R:3:forces:R:3:lowdin_charge:R:1
P 1.7595 0.6286 -2.0971 -0.060 -1.270 -0.380 0.30
P 0.6066 0.4819 -0.3971 -0.918 -0.506 -0.178 0.15
P -1.6309 0.1584 -0.1037 1.119 -1.754 1.801 -0.03
S -3.2392 0.7839 -0.9194 -0.022 -0.056 -0.587 0.07
H 1.5197 -0.7405 -2.5854 0.080 0.884 0.473 -0.22
H 0.6668 -0.2061 0.8706 0.480 -0.216 -0.524 -0.06
H 0.7585 1.7229 0.0743 0.134 1.633 0.703 -0.12
H -1.6457 0.4724 1.3343 0.401 -0.347 -1.046 -0.05
H -1.1979 -1.3274 0.0231 -1.214 1.633 -0.261 -0.03
```
Forces are in eV/Å.

Multiplicity   1
Calculated total energy   -38780.0403 eV
Charge   0
Strongest force on any atom   2.75 eV/Å
HOMO   -8.1 eV
Relative energy (zero: lowest compared OMol25 entry of this formula, charge and spin)   135.43 kJ/mol
SMILES   P=[PH2][PH2]=S



[3]
Formula: H5PSi
Source: the OMol25 dataset
Level of theory: ωB97M-V/def2-TZVPD

XYZ file:
```
7
Properties=species:S:1:pos:R:3:forces:R:3:lowdin_charge:R:1
Si 0.7418 -0.2775 -0.2867 -0.099 0.085 0.255 0.33
P -1.4999 -0.0323 0.0721 -0.028 -0.315 -1.059 0.46
H 0.8794 -1.6462 -0.7666 0.148 -0.370 -0.175 -0.15
H 1.3569 -0.2026 1.0453 0.276 0.067 0.071 -0.13
H 1.4756 0.6061 -1.2498 -0.471 -0.038 0.260 -0.12
H -1.4365 0.2277 1.4227 0.266 0.068 0.840 -0.20
H -1.5173 1.3248 -0.2370 -0.091 0.504 -0.193 -0.20
```
Forces are in eV/Å.

Multiplicity   1
Calculated total energy   -17246.3528 eV
Charge   0
Strongest force on any atom   1.11 eV/Å
HOMO   -9.6 eV
Relative energy (zero: lowest compared OMol25 entry of this formula, charge and spin)   0.00 kJ/mol
SMILES   [SiH3]P



[4]
Formula: H60O30
Source: the OMol25 dataset
Level of theory: ωB97M-V/def2-TZVPD

XYZ file:
```
90
Properties=species:S:1:pos:R:3:forces:R:3:lowdin_charge:R:1
O 7.4054 -6.2612 -29.2918 0.262 0.154 -0.495 -0.06
H 6.5418 -6.6637 -29.1992 -0.389 -0.196 0.160 -0.01
H 7.6558 -6.0224 -28.3993 0.063 -0.090 0.264 0.02
O 11.5144 -10.6510 -31.8485 -0.442 0.054 -0.247 -0.02
H 11.3408 -9.8554 -32.3516 0.204 0.195 -0.356 0.05
H 12.2832 -10.4376 -31.3196 0.419 -0.076 0.269 0.06
O 13.1288 -9.6380 -22.2164 -0.065 -0.008 0.011 -0.02
H 12.5384 -9.1230 -21.6664 -0.188 0.198 0.119 0.07
H 13.0554 -10.5302 -21.8775 0.111 -0.218 0.078 0.06
O 11.0560 -15.1712 -26.5579 -0.138 0.179 -1.001 -0.04
H 10.8788 -15.2451 -25.6202 0.223 0.014 0.934 -0.01
H 10.3916 -15.7220 -26.9719 -0.164 -0.410 0.013 0.04
O 7.5440 -9.6594 -28.8700 -0.248 0.359 0.770 -0.03
H 7.1650 -10.5384 -28.8759 -0.201 -0.497 -0.071 0.00
H 7.7613 -9.4857 -29.7858 0.240 0.108 -0.443 0.01
O 7.9857 -13.4593 -31.8026 0.459 -0.772 -0.317 -0.07
H 7.1919 -12.9246 -31.8156 -0.417 0.204 0.025 -0.02
H 8.5800 -12.9923 -31.2153 0.233 0.116 0.227 -0.02
O 10.4524 -11.5386 -21.9199 0.203 0.547 0.659 -0.04
H 10.0461 -12.0022 -22.6522 -0.495 -0.431 -0.136 -0.02
H 11.3515 -11.8664 -21.8975 0.063 -0.210 0.020 0.02
O 8.3954 -11.0092 -26.1112 0.601 0.077 0.770 -0.03
H 8.1972 -11.2200 -27.0236 -0.478 -0.201 -0.601 0.00
H 7.6063 -10.5738 -25.7886 -0.340 0.057 -0.292 0.03
O 9.8535 -8.0463 -24.8795 0.137 -0.375 0.151 -0.01
H 9.9923 -7.7860 -23.9689 0.076 0.362 0.276 0.08
H 8.9729 -8.4213 -24.8903 -0.518 0.002 -0.210 0.06
O 9.7331 -11.6681 -30.0643 -1.069 0.026 0.426 -0.05
H 10.4639 -12.2248 -29.7955 0.480 -0.588 0.206 0.01
H 10.0225 -11.2723 -30.8864 0.464 0.108 -0.275 0.00
O 9.8250 -12.6542 -24.3574 -0.516 -1.009 0.581 -0.07
H 9.3122 -12.6032 -25.1640 -0.287 0.147 -0.271 0.04
H 10.3547 -11.8570 -24.3589 0.789 0.597 -0.577 -0.01
O 6.3608 -11.3814 -31.4798 -0.885 -0.410 0.340 -0.05
H 7.1463 -10.8420 -31.5705 0.285 0.297 -0.191 -0.02
H 5.6506 -10.8277 -31.8042 -0.238 0.039 -0.089 0.06
O 7.4143 -12.5217 -28.5343 -0.368 0.230 0.648 -0.03
H 7.6714 -13.3292 -28.0892 -0.085 -0.309 0.067 0.06
H 8.1731 -12.2911 -29.0703 0.665 0.088 -0.762 -0.01
O 10.9557 -7.4700 -27.4215 0.213 1.009 -0.247 -0.05
H 11.2103 -8.3326 -27.7491 -0.039 -0.582 -0.057 0.01
H 10.4321 -7.6544 -26.6417 -0.074 0.045 0.250 -0.01
O 14.6451 -12.6526 -30.6986 0.084 0.021 -0.440 -0.05
H 14.0411 -12.5057 -29.9707 -0.132 0.269 0.604 -0.02
H 14.2715 -13.3943 -31.1746 0.018 -0.182 -0.200 0.02
O 8.1562 -9.5228 -31.7138 0.431 0.365 0.014 -0.01
H 9.1127 -9.5301 -31.7476 0.349 -0.083 0.056 0.06
H 7.9150 -8.6235 -31.9357 -0.257 0.409 -0.094 0.09
O 14.7877 -9.2047 -24.2994 0.076 0.183 -0.425 -0.04
H 15.0674 -8.2907 -24.2477 0.108 0.282 0.054 0.06
H 14.2164 -9.3241 -23.5407 -0.224 -0.139 0.493 -0.02
O 15.8941 -11.9784 -27.4186 0.235 -0.931 -0.101 -0.08
H 15.0910 -11.8175 -27.9139 -0.199 -0.038 -0.009 -0.03
H 16.1946 -11.1074 -27.1592 0.188 0.419 0.159 -0.04
O 10.8918 -10.1837 -27.5169 0.195 -0.092 -0.762 -0.04
H 10.9838 -10.2706 -26.5681 0.280 -0.297 0.599 0.00
H 9.9530 -10.2799 -27.6768 -0.336 0.118 -0.301 0.02
O 6.1141 -7.3180 -26.4721 0.467 0.259 0.566 -0.05
H 5.2713 -6.8643 -26.4690 -0.175 0.130 -0.074 0.04
H 5.9142 -8.1933 -26.8040 -0.067 -0.297 -0.231 -0.03
O 10.9211 -15.1112 -23.6993 0.091 -0.684 -0.005 -0.05
H 10.4917 -14.2617 -23.8001 -0.428 0.764 -0.121 -0.01
H 11.6867 -14.9299 -23.1540 0.263 -0.154 0.030 0.05
O 11.2897 -10.5244 -24.7578 0.181 -0.201 -0.217 -0.02
H 12.1588 -10.2222 -24.4940 0.515 0.003 0.107 0.06
H 10.7284 -9.7551 -24.6610 -0.356 0.701 0.060 0.02
O 16.4784 -9.6031 -26.3717 0.767 0.422 -0.042 -0.04
H 15.7680 -9.4738 -25.7434 -0.404 -0.325 0.356 -0.01
H 16.5665 -8.7576 -26.8117 -0.035 -0.076 -0.338 0.02
O 15.2608 -7.6225 -28.4231 0.299 -0.464 0.013 -0.05
H 14.5070 -7.0326 -28.4288 -0.587 0.521 -0.072 -0.01
H 15.9304 -7.1515 -27.9271 0.129 0.298 -0.070 0.03
O 12.8543 -5.7134 -28.4741 0.854 0.296 -0.209 -0.06
H 12.2892 -6.1327 -27.8252 -0.615 -0.459 0.332 -0.01
H 12.3274 -5.6919 -29.2730 -0.134 0.011 -0.134 0.04
O 11.3546 -13.8280 -29.0975 -0.078 0.468 -0.404 -0.02
H 11.0101 -14.2625 -28.3172 0.106 -0.050 0.755 0.01
H 11.8174 -14.5185 -29.5720 0.182 -0.096 -0.193 0.07
O 5.5132 -10.3117 -26.6156 0.154 0.321 0.012 -0.02
H 5.3887 -10.4577 -25.6778 -0.254 -0.023 0.366 0.06
H 4.9821 -10.9878 -27.0363 -0.061 -0.333 -0.236 0.07
O 4.9924 -8.2390 -28.9876 -0.469 0.341 -0.267 -0.05
H 5.7027 -8.8427 -28.7704 0.822 -0.377 -0.053 -0.02
H 4.2074 -8.6532 -28.6292 -0.286 0.002 -0.003 0.04
O 13.3136 -11.4761 -28.3078 0.180 -0.118 -0.492 -0.04
H 13.0279 -10.5816 -28.4935 -0.097 0.288 0.136 0.05
H 12.5009 -11.9737 -28.2171 -0.354 -0.251 0.166 0.02
O 7.2336 -11.9328 -22.7267 -0.331 -0.041 -0.065 -0.04
H 7.7183 -11.5651 -23.4657 0.360 -0.133 -0.242 -0.01
H 7.1983 -11.2227 -22.0858 0.000 0.126 0.297 0.04
```
Forces are in eV/Å.

Multiplicity   1
Calculated total energy   -62401.7104 eV
Charge   0
Strongest force on any atom   1.27 eV/Å
HOMO   -9.0 eV
Relative energy (zero: lowest compared OMol25 entry of this formula, charge and spin)   343.33 kJ/mol



Number 1: frontier orbital gap 7.9075 eV. Number 2: frontier orbital gap 7.9804 eV. Number 3: frontier orbital gap 10.6513 eV. Number 4: frontier orbital gap 8.2034 eV.